1.
40
Properties=species:S:1:pos:R:3 method="wB97M-V/def2-TZVPD" smiles="CC(C)=O.CC(C)=O.CC(C)=O.CC(C)=O" relative_energy_kcal_mol=10.5
C -5.338 2.431 -0.356
C -4.175 2.175 -1.272
C -2.862 2.878 -0.942
O -4.272 1.519 -2.273
H -5.217 1.830 0.543
H -6.247 2.265 -0.934
H -5.387 3.484 -0.067
H -2.851 3.833 -1.475
H -2.008 2.266 -1.212
H -2.798 3.185 0.105
C 0.946 0.318 3.609
C 0.007 1.370 4.157
C -0.902 2.076 3.157
O -0.104 1.592 5.334
H 0.346 -0.578 3.435
H 1.777 0.097 4.273
H 1.341 0.629 2.641
H -1.126 3.064 3.561
H -1.810 1.502 2.990
H -0.414 2.266 2.201
C 1.604 0.347 -1.599
C 0.936 1.160 -0.517
C 1.678 2.384 -0.024
O -0.164 0.879 -0.125
H 2.643 0.132 -1.349
H 1.609 0.884 -2.550
H 1.068 -0.587 -1.754
H 1.378 3.216 -0.666
H 2.753 2.220 -0.088
H 1.441 2.691 0.993
C 2.455 -3.930 -1.533
C 2.110 -5.408 -1.705
C 3.044 -6.244 -2.543
O 1.144 -5.892 -1.173
H 3.057 -3.705 -0.657
H 1.508 -3.390 -1.497
H 2.973 -3.653 -2.452
H 3.408 -7.083 -1.951
H 3.948 -5.710 -2.838
H 2.501 -6.516 -3.449



2.
44
Properties=species:S:1:pos:R:3 method="wB97M-V/def2-TZVPD" relative_energy_kcal_mol=152.2
C -2.348 3.089 0.996
O -2.948 2.086 1.663
C -2.529 0.746 1.502
O -1.475 0.297 1.049
O -3.471 -0.015 1.998
C -3.462 -1.424 1.865
H -2.881 4.027 1.155
H -2.211 2.983 -0.080
H -1.293 3.168 1.257
H -3.934 -1.843 0.976
H -4.011 -1.896 2.679
H -2.414 -1.695 1.997
C 0.276 -0.804 -2.473
O 1.258 -0.590 -1.528
C 2.221 0.271 -1.871
O 2.117 1.088 -2.857
O 3.307 0.215 -1.082
C 4.370 1.146 -1.219
H 0.456 -1.822 -2.819
H 0.127 -0.118 -3.306
H -0.672 -0.902 -1.943
H 4.855 1.095 -2.193
H 5.184 1.016 -0.506
H 3.936 2.136 -1.079
C 0.151 -3.481 -0.334
C 0.128 -2.048 0.277
O 0.888 -1.197 -0.113
C -1.036 -1.701 1.179
H -0.756 -3.771 -0.864
H 0.345 -4.204 0.459
H 1.002 -3.442 -1.014
H -1.729 -2.532 1.048
H -1.536 -0.764 0.936
H -0.573 -1.772 2.164
C 1.073 0.501 1.240
C 1.396 1.503 0.173
O 2.455 2.136 0.188
C 0.307 1.885 -0.795
H 1.650 -0.400 1.029
H 0.010 0.258 1.261
H 1.625 0.692 2.160
H -0.282 2.759 -0.520
H -0.359 1.039 -0.964
H 0.784 2.281 -1.692



3.
37
Properties=species:S:1:pos:R:3 method="wB97M-V/def2-TZVPD" charge=+1
C 0.063 -1.299 0.181
C -1.119 -1.342 -0.421
C -1.805 -0.078 -0.813
C -0.855 1.168 -0.725
C -3.186 -2.354 0.550
C -2.382 -3.171 -1.780
C 2.857 0.870 -1.055
C 2.274 3.101 0.035
C 3.083 1.075 1.353
C -0.104 1.327 2.119
C -1.910 -2.633 -0.357
C 2.257 1.533 0.190
P 0.527 0.833 0.453
H 0.847 -1.794 0.689
H -2.170 -0.142 -1.928
H -2.715 0.178 -0.213
H -0.456 1.196 -1.709
H -1.456 2.086 -0.657
H -3.813 -1.645 0.177
H -2.905 -2.005 1.457
H -3.584 -3.303 0.771
H -3.118 -2.589 -2.268
H -2.948 -3.966 -1.702
H -1.485 -3.328 -2.368
H 2.654 -0.118 -0.921
H 3.889 1.150 -1.254
H 2.497 1.214 -2.006
H 2.377 3.470 -0.935
H 3.264 3.292 0.362
H 1.544 3.608 0.583
H 2.755 1.440 2.312
H 3.363 -0.015 1.251
H 4.066 1.423 1.234
H 0.655 1.327 2.866
H -0.874 0.637 2.411
H -0.700 2.342 2.084
H -1.388 -3.489 0.033



4.
46
Properties=species:S:1:pos:R:3 method="wB97M-V/def2-TZVPD" relative_energy_kcal_mol=382.1
C -6.647 19.695 -3.677
C -6.787 19.382 -5.155
C -8.154 19.709 -5.657
C -9.223 18.809 -5.193
N -10.026 18.062 -4.782
H -7.250 19.082 -3.007
H -6.767 20.757 -3.464
H -5.594 19.459 -3.523
H -6.591 18.334 -5.383
H -6.020 19.951 -5.682
H -8.254 19.858 -6.733
H -8.553 20.624 -5.217
C -11.658 19.095 -4.330
S -11.265 20.473 -3.150
O -11.931 20.087 -1.845
C -9.521 20.204 -3.028
H -11.237 19.392 -5.291
H -12.687 18.737 -4.334
H -11.174 18.154 -4.069
H -9.222 19.339 -2.437
H -9.174 21.001 -2.371
H -9.023 20.054 -3.986
Br -13.918 20.144 -4.964
C -13.099 18.959 -6.313
C -13.168 17.489 -5.920
Br -12.884 16.331 -7.468
H -12.073 19.325 -6.361
H -13.593 19.227 -7.247
H -14.070 17.153 -5.408
H -12.431 17.139 -5.198
Br -15.046 18.245 -0.681
C -13.065 18.136 -0.647
C -12.532 19.491 -0.403
Br -13.311 20.157 1.310
H -12.625 17.710 -1.548
H -12.929 17.497 0.225
H -12.794 20.112 -1.260
H -11.460 19.323 -0.301
Br -7.660 16.356 -3.668
C -8.670 17.558 -2.593
C -9.342 16.782 -1.466
Br -10.279 18.176 -0.360
H -9.463 17.973 -3.216
H -8.095 18.447 -2.331
H -8.779 16.111 -0.817
H -10.059 16.075 -1.884



| no. | gap between HOMO and LUMO (eV) | electronic energy (Ha) |
| --- | --- | --- |
| 1 | 9.9 | -772.56328 |
| 2 | 7.9 | -1073.01782 |
| 3 | 10.7 | -812.63767 |
| 4 | 7.1 | -16443.80565 |